This record from the Open Molecules 2025 dataset describes C51H89BrCl3N7NaO4P4S3Si as an isolated structure at a distorted geometry. The level of theory is ωB97M-V/def2-TZVPD.

Calculated values
- Spin multiplicity: 1
- Energy relative to the best compared isomer or geometry (same formula, charge and spin): 6.0 kcal/mol
- Net charge: +1
- Calculated total energy: -262523.0048 eV

XYZ file:
```
164
C51H89BrCl3N7NaO4P4S3Si (ωB97M-V/def2-TZVPD)
Na -0.677 -0.923 0.127
C -2.812 0.405 4.025
N -3.818 0.084 3.008
C -5.202 0.217 3.459
P -3.464 0.178 1.414
O -2.006 0.286 1.183
O -4.102 -1.158 0.742
P -3.361 -2.575 0.476
O -1.984 -2.480 -0.064
N -4.392 -3.296 -0.562
C -5.834 -3.065 -0.522
C -3.912 -3.968 -1.779
N -3.366 -3.265 1.971
C -4.628 -3.355 2.711
C -2.572 -4.501 2.075
N -4.441 1.329 0.779
C -5.086 1.273 -0.534
C -4.047 2.691 1.191
H -2.879 -0.311 4.846
H -2.981 1.407 4.434
H -1.808 0.360 3.605
H -5.349 -0.404 4.344
H -5.905 -0.106 2.694
H -5.439 1.254 3.721
H -6.140 -2.611 0.418
H -6.366 -4.011 -0.630
H -6.143 -2.403 -1.338
H -2.831 -4.083 -1.767
H -4.176 -3.391 -2.670
H -4.371 -4.956 -1.860
H -5.182 -2.421 2.654
H -4.404 -3.547 3.760
H -5.259 -4.174 2.343
H -1.625 -4.395 1.551
H -3.118 -5.365 1.676
H -2.355 -4.688 3.126
H -5.241 0.244 -0.847
H -4.497 1.784 -1.298
H -6.059 1.764 -0.472
H -3.806 2.715 2.257
H -4.884 3.368 1.026
H -3.179 3.056 0.635
C -0.369 0.295 -4.277
P -0.887 -0.693 -2.814
C -2.626 -0.091 -2.645
C -1.170 -2.344 -3.600
C -2.040 -2.470 -4.688
C -2.265 -3.695 -5.294
C -1.606 -4.824 -4.822
C -0.736 -4.716 -3.751
C -0.506 -3.490 -3.116
P 0.620 -3.350 -1.647
C 2.237 -3.735 -2.457
C 0.307 -4.979 -0.825
H -1.118 0.275 -5.071
H 0.571 -0.098 -4.670
H -0.204 1.327 -3.965
H -3.146 0.004 -3.601
H -2.595 0.890 -2.162
H -3.186 -0.775 -2.004
H -2.558 -1.596 -5.069
H -2.946 -3.771 -6.133
H -1.769 -5.786 -5.295
H -0.229 -5.608 -3.401
H 2.196 -4.663 -3.030
H 3.021 -3.822 -1.697
H 2.522 -2.925 -3.131
H 0.610 -5.840 -1.424
H -0.758 -5.061 -0.592
H 0.853 -5.009 0.123
S 4.306 1.073 -0.098
C 3.971 0.644 -1.717
C 2.826 -0.079 -1.765
N 2.215 -0.314 -0.547
C 2.889 0.257 0.411
H 4.616 0.943 -2.531
H 2.376 -0.471 -2.669
H 2.593 0.234 1.454
C 2.661 4.187 -2.029
C 1.500 4.927 -2.711
C 1.884 6.413 -2.859
C 1.363 4.317 -4.116
Si -0.133 4.758 -1.742
Br -0.211 2.565 -1.096
C -1.690 5.041 -2.808
C -1.549 6.357 -3.602
C -2.943 5.138 -1.924
C -1.950 3.892 -3.800
C -0.158 5.725 -0.094
C -0.455 7.219 -0.345
C 1.204 5.605 0.609
C -1.208 5.183 0.893
H 3.546 4.272 -2.675
H 2.448 3.127 -1.897
H 2.927 4.600 -1.057
H 2.791 6.485 -3.472
H 2.107 6.883 -1.900
H 1.110 7.007 -3.354
H 2.342 4.364 -4.609
H 0.657 4.856 -4.748
H 1.065 3.264 -4.081
H -1.368 7.223 -2.960
H -2.482 6.546 -4.149
H -0.746 6.315 -4.341
H -2.948 6.030 -1.297
H -3.062 4.260 -1.279
H -3.825 5.193 -2.575
H -1.162 3.773 -4.543
H -2.880 4.111 -4.341
H -2.082 2.935 -3.289
H 0.247 7.684 -1.040
H -0.381 7.762 0.606
H -1.464 7.381 -0.729
H 2.005 6.102 0.061
H 1.495 4.562 0.774
H 1.134 6.092 1.590
H -2.232 5.353 0.562
H -1.083 5.706 1.851
H -1.080 4.114 1.078
Cl 5.055 -0.109 6.989
C 4.895 -1.316 5.754
C 4.942 -0.944 4.422
C 4.787 -1.916 3.447
C 4.613 -3.257 3.771
C 4.452 -4.279 2.660
C 3.032 -4.774 2.470
N 2.026 -3.723 2.483
C 1.051 -3.550 3.444
C 0.280 -2.513 3.005
N 0.792 -2.021 1.819
C 1.830 -2.773 1.540
O 4.834 -3.721 1.417
C 6.248 -3.745 1.200
C 6.574 -2.952 -0.015
C 6.283 -3.349 -1.283
Cl 5.488 -4.802 -1.737
S 6.787 -2.223 -2.462
C 7.427 -1.186 -1.264
C 7.244 -1.689 -0.015
C 4.593 -3.591 5.120
Cl 4.404 -5.253 5.615
C 4.724 -2.639 6.117
H 5.090 0.094 4.156
H 4.816 -1.640 2.399
H 5.056 -5.165 2.883
H 2.774 -5.488 3.247
H 3.003 -5.287 1.510
H 0.995 -4.185 4.316
H -0.598 -2.079 3.468
H 2.476 -2.663 0.676
H 6.563 -4.785 1.078
H 6.773 -3.329 2.064
H 7.905 -0.259 -1.550
H 7.576 -1.191 0.889
H 4.701 -2.928 7.160
C 1.443 0.588 4.598
S 0.608 1.142 3.102
C 0.074 2.779 3.639
H 2.270 1.247 4.865
H 1.830 -0.412 4.396
H 0.742 0.528 5.433
H -0.269 2.739 4.674
H -0.761 3.078 3.004
H 0.870 3.518 3.546
```